1.
This record from the Open Molecules 2025 dataset describes a 5-piece molecular cluster, C22H22BCl8FO4 overall in a non-equilibrium geometry. The level of theory is ωB97M-V/def2-TZVPD.

Calculated values
* 2S+1: 1
* structure (SMILES): CCB(O)c1cccc2c1C(=O)c1ccc(CC(=O)F)cc1C2=O.ClCCl.ClCCl.ClCCl.ClCCl
* molecular weight: 663.848 g mol⁻¹
* calculated total energy: -4958.8053 a.u.

Cartesian coordinates (Å):
C 1.773 -3.721 2.292
C 0.350 -3.196 2.542
B -0.472 -2.947 1.231
O -1.146 -4.051 0.696
C -0.706 -1.603 0.424
C -1.875 -1.569 -0.353
C -2.206 -0.485 -1.155
C -1.358 0.608 -1.257
C -0.183 0.597 -0.517
C 0.126 -0.475 0.336
C 1.401 -0.318 1.100
O 1.536 -0.487 2.285
C 2.534 0.219 0.278
C 3.830 -0.264 0.382
C 4.806 0.279 -0.441
C 4.494 1.304 -1.344
C 5.579 1.852 -2.247
C 6.715 2.524 -1.520
O 7.777 2.725 -1.974
F 6.420 2.889 -0.282
C 3.202 1.807 -1.415
C 2.217 1.252 -0.601
C 0.803 1.705 -0.639
O 0.490 2.864 -0.745
H 2.135 -4.253 3.166
H 1.836 -4.373 1.422
H 2.479 -2.910 2.127
H 0.360 -2.338 3.203
H -0.182 -3.979 3.086
H -0.574 -4.615 0.166
H -2.551 -2.409 -0.333
H -3.113 -0.447 -1.737
H -1.593 1.442 -1.898
H 4.080 -1.048 1.079
H 5.826 -0.076 -0.416
H 5.157 2.522 -2.988
H 6.025 1.011 -2.772
H 2.926 2.603 -2.090
C 0.801 3.850 2.271
Cl -0.718 3.138 2.841
Cl 1.232 5.298 3.189
H 1.590 3.116 2.391
H 0.685 4.116 1.229
C -6.510 -1.041 -1.724
Cl -5.699 0.123 -2.774
Cl -5.440 -2.370 -1.271
H -6.832 -0.528 -0.826
H -7.361 -1.450 -2.254
C -0.003 0.303 5.457
Cl 1.687 -0.166 5.661
Cl -1.097 -1.087 5.512
H -0.274 0.982 6.257
H -0.104 0.790 4.495
C -8.270 0.398 -6.052
Cl -8.673 -0.408 -4.530
Cl -7.674 2.040 -5.791
H -7.497 -0.176 -6.549
H -9.163 0.446 -6.662

Force components x, y, z for each atom (eV/Å):
0.139 0.363 -0.007
-0.206 -0.128 0.094
-0.025 -0.124 0.165
0.302 0.237 -0.283
-0.285 0.223 -0.013
-0.014 0.314 -0.208
0.111 0.389 -0.118
0.186 -0.335 0.503
-0.027 -0.206 0.096
-0.232 -0.156 -0.025
0.365 0.330 -0.146
-0.143 -0.300 0.229
-0.330 -0.009 -0.124
0.304 0.341 -0.237
-0.382 0.276 -0.236
0.088 0.181 -0.083
-0.429 -0.694 0.635
-0.606 -0.264 -0.707
1.077 0.257 -0.314
-0.248 0.262 0.795
-0.179 -0.272 0.490
0.596 -0.173 -0.103
-0.018 -0.385 0.122
-0.132 0.509 -0.395
0.058 -0.215 0.032
-0.021 -0.240 0.018
-0.001 0.167 -0.088
0.215 0.192 0.028
-0.168 -0.091 -0.064
-0.175 -0.233 0.112
0.013 -0.163 0.049
-0.189 -0.328 0.039
0.000 0.145 -0.046
-0.082 -0.092 0.137
0.054 -0.152 0.127
0.108 0.228 -0.080
0.154 0.079 -0.268
0.098 0.130 -0.087
0.078 0.018 -0.026
0.003 -0.078 -0.055
0.030 -0.012 -0.003
-0.008 -0.013 0.082
-0.077 0.040 0.001
-0.081 0.054 0.020
0.048 0.092 -0.007
-0.009 -0.102 0.058
0.082 0.002 0.024
0.046 -0.016 -0.069
0.021 0.123 -0.063
0.021 -0.008 0.064
-0.026 0.013 -0.013
0.018 -0.050 0.048
-0.010 -0.092 -0.063
0.064 0.009 -0.063
-0.186 -0.079 -0.060
0.003 -0.003 -0.029
0.040 0.007 0.059
-0.035 0.032 0.057

2.
This record from the Open Molecules 2025 dataset describes a 2-piece molecular cluster, C6H9NO overall. The level of theory is ωB97M-V/def2-TZVPD.

Calculated values
* 2S+1: 1
* structure (SMILES): C=C=C[C@H](C)O.C#N
* molecular weight: 111.144 g mol⁻¹
* calculated total energy: -363.9182 a.u.

Cartesian coordinates (Å):
C 0.536 0.389 1.531
C 1.091 0.434 0.111
C -1.242 0.536 -0.725
C 0.033 0.738 -0.914
C 0.396 -2.709 -0.799
C -2.515 0.435 -0.521
O 2.188 1.307 -0.023
N -0.691 -2.414 -1.002
H 1.925 2.180 0.298
H 0.409 0.955 -1.903
H 0.097 1.351 1.802
H 1.323 0.146 2.242
H -0.239 -0.379 1.589
H 1.480 -0.588 -0.140
H 1.348 -3.166 -0.666
H -3.111 1.291 -0.238
H -3.028 -0.507 -0.641

Force components x, y, z for each atom (eV/Å):
0.093 -0.151 -0.238
-0.295 -0.830 0.222
0.552 0.663 -0.126
-0.211 -0.445 0.041
-0.314 -0.600 -0.193
-0.475 -0.178 0.021
0.375 0.264 0.075
0.027 0.139 0.081
-0.007 -0.120 -0.078
-0.032 0.154 -0.206
-0.044 -0.012 -0.001
0.078 0.004 0.007
-0.003 0.120 0.079
-0.014 0.830 0.191
0.241 0.204 0.101
0.024 0.115 0.076
0.006 -0.158 -0.051

3.
This record from the Open Molecules 2025 dataset describes C35H29AsFN2OPtS as an isolated structure in a non-equilibrium geometry. The level of theory is ωB97M-V/def2-TZVPD.

Calculated values
* 2S+1: 2
* molecular weight: 814.695 g mol⁻¹
* calculated total energy: -4388.8634 a.u.
* <S²>: 0.7680

Cartesian coordinates (Å):
Pt -0.272 0.998 -0.240
N 4.183 2.101 0.274
C 2.962 1.904 -0.266
O 2.631 0.817 -0.709
C 2.066 3.128 -0.265
C 0.766 2.872 -0.990
H 4.795 1.310 0.386
H 4.433 2.968 0.718
H 2.618 3.968 -0.714
H 1.875 3.395 0.781
H 0.920 2.704 -2.056
H 0.033 3.661 -0.813
N -4.899 7.022 0.545
C -4.423 6.020 0.231
C -3.859 4.814 -0.194
C -3.550 3.780 0.713
C -2.990 2.613 0.270
C -2.684 2.415 -1.110
C -3.088 3.440 -2.019
C -3.645 4.601 -1.573
H -3.784 3.923 1.760
H -2.832 1.778 0.945
H -2.907 3.289 -3.075
H -3.931 5.376 -2.271
C 3.614 -5.320 -0.525
C 4.199 -4.067 -0.595
C 3.415 -2.926 -0.510
C 2.041 -3.035 -0.361
C 1.457 -4.294 -0.299
C 2.241 -5.431 -0.379
As 0.853 -1.437 -0.340
C 0.195 -1.635 -2.153
C 0.677 -0.689 -3.054
C 0.328 -0.748 -4.392
C -0.499 -1.764 -4.842
C -0.977 -2.711 -3.950
C -0.636 -2.648 -2.609
C -0.485 -2.087 0.897
C -0.121 -2.757 2.059
C -1.064 -2.994 3.044
C -2.366 -2.550 2.883
C -2.736 -1.883 1.725
C -1.796 -1.649 0.740
H 4.224 -6.211 -0.587
H 5.270 -3.980 -0.716
H 3.860 -1.939 -0.563
H 0.384 -4.386 -0.179
H 1.775 -6.404 -0.328
H 1.335 0.088 -2.682
H 0.688 0.002 -5.080
H -0.780 -1.812 -5.884
H -1.625 -3.502 -4.302
H -1.022 -3.388 -1.916
H 0.908 -3.085 2.184
H -0.779 -3.509 3.951
H -3.096 -2.719 3.660
H -3.747 -1.525 1.602
H -2.056 -1.114 -0.174
F 1.058 1.473 5.854
C 0.776 1.329 4.540
C 1.570 0.497 3.774
C 1.254 0.318 2.437
C 0.187 0.994 1.846
C -0.556 1.861 2.647
C -0.287 2.021 3.996
H 2.409 -0.005 4.230
H 1.882 -0.354 1.849
H -1.362 2.444 2.228
H -0.894 2.664 4.613
S -2.121 0.720 -3.133
C -2.015 1.253 -1.538

Force components x, y, z for each atom (eV/Å):
0.289 0.715 -0.043
0.418 0.060 0.245
0.134 0.018 -0.003
0.302 0.380 -0.247
-0.308 -0.407 0.175
-1.273 -1.043 0.689
-0.046 0.038 -0.029
-0.041 -0.040 -0.012
-0.157 -0.119 -0.026
0.021 -0.018 -0.058
-0.214 -0.187 0.088
0.098 -0.068 -0.124
0.160 -0.284 -0.034
-0.724 1.488 0.533
0.754 -1.861 -0.805
-0.460 0.897 -0.074
0.168 -0.702 -1.241
-2.308 2.406 1.147
0.758 -1.271 0.376
-0.364 0.792 0.879
0.028 -0.032 0.011
0.131 0.202 -0.005
0.025 -0.031 0.056
0.028 0.021 -0.007
0.039 -0.023 -0.024
0.114 -0.002 -0.002
-0.066 0.316 0.033
-0.338 0.304 0.089
-0.063 -0.037 0.003
-0.071 -0.068 0.014
0.589 -0.902 -0.077
-0.051 -0.095 -0.114
0.303 -0.161 0.190
0.200 -0.234 -0.061
0.105 0.043 -0.015
-0.128 -0.084 -0.005
-0.108 -0.038 0.115
-0.256 -0.305 -0.276
0.206 -0.001 -0.151
0.038 0.039 0.106
-0.128 -0.011 -0.001
-0.043 0.089 0.135
0.161 0.083 -0.321
0.050 -0.032 -0.008
0.049 0.030 0.004
0.063 -0.020 -0.027
0.012 -0.055 -0.001
-0.024 -0.099 0.001
-0.021 0.086 -0.081
0.067 0.068 -0.067
-0.025 -0.017 -0.086
-0.047 -0.045 -0.010
-0.007 0.003 -0.043
-0.157 -0.009 0.065
0.023 -0.036 0.045
-0.059 -0.039 0.072
-0.144 0.003 -0.026
-0.176 -0.088 0.053
-0.009 0.029 -0.048
0.032 0.005 -0.071
-0.189 0.041 0.232
0.252 -0.152 -0.270
0.144 0.868 -1.116
-0.015 -0.056 -0.102
0.075 -0.157 0.239
0.063 -0.096 0.046
-0.140 0.246 0.118
0.030 0.018 -0.053
0.004 0.092 0.105
-0.363 0.307 2.651
2.591 -0.763 -2.751

4.
This record from the Open Molecules 2025 dataset describes a 2-piece molecular cluster, CH6NOPS overall in a non-equilibrium geometry. The level of theory is ωB97M-V/def2-TZVPD.

Calculated values
* 2S+1: 1
* molecular weight: 111.106 g mol⁻¹
* calculated total energy: -911.1715 a.u.

Cartesian coordinates (Å):
C -1.152 1.041 -1.197
N 1.722 -0.410 1.010
O -0.541 -1.737 1.192
P 0.117 -0.188 1.383
S 0.063 0.298 3.265
H -0.403 1.671 -1.471
H -1.367 0.147 -1.715
H -1.950 1.647 -0.679
H 2.336 0.006 1.654
H 1.941 -0.011 0.050
H -1.161 -1.966 1.890

Force components x, y, z for each atom (eV/Å):
-2.540 0.477 2.575
-0.126 0.364 -3.753
0.850 1.454 -0.638
-1.126 -1.751 0.772
-0.481 0.425 -0.043
2.431 1.257 -0.964
-0.195 -0.753 -0.312
0.691 -1.309 -0.546
0.771 0.528 1.165
-0.219 -0.945 1.505
-0.057 0.255 0.239

5.
This record from the Open Molecules 2025 dataset describes C39H64CsF4N4O3PSe2 as an isolated structure in a non-equilibrium geometry. The level of theory is ωB97M-V/def2-TZVPD.

Calculated values
* 2S+1: 1
* molecular weight: 1034.757 g mol⁻¹
* total charge: -2
* calculated total energy: -7533.1217 a.u.

Cartesian coordinates (Å):
Cs 2.521 -0.458 -0.492
C 3.848 -2.787 -3.714
N 3.646 -3.064 -2.305
C 2.436 -3.837 -2.095
C 4.823 -3.700 -1.739
C 4.721 -4.082 -0.270
N 4.374 -2.934 0.529
C 4.370 -3.030 1.834
C 4.001 -1.872 2.616
F 3.685 -0.733 1.948
C 3.959 -1.812 3.978
F 3.595 -0.638 4.562
C 4.271 -2.894 4.793
C 4.627 -4.035 4.100
F 4.951 -5.148 4.808
C 4.679 -4.114 2.729
F 5.051 -5.325 2.207
H 3.993 -3.714 -4.301
H 2.991 -2.247 -4.120
H 4.740 -2.169 -3.841
H 2.539 -4.873 -2.470
H 2.191 -3.874 -1.032
H 1.609 -3.357 -2.622
H 5.071 -4.621 -2.311
H 5.663 -3.009 -1.863
H 3.995 -4.900 -0.160
H 5.695 -4.516 -0.003
H 4.239 -2.848 5.870
O -3.158 1.880 -5.194
C -2.078 1.622 -6.074
C -0.755 1.211 -5.402
C 0.137 0.641 -6.513
O -0.274 -0.638 -6.979
C 0.000 2.421 -4.815
Se -0.963 3.646 -3.572
C -1.046 0.174 -4.314
Se 0.395 -1.107 -3.847
H -2.818 2.546 -4.554
H -1.878 2.505 -6.702
H -2.396 0.805 -6.729
H 1.167 0.594 -6.143
H 0.115 1.316 -7.376
H -0.094 -1.232 -6.228
H 0.363 3.043 -5.638
H 0.872 2.036 -4.281
H -1.919 -0.422 -4.580
H -1.303 0.738 -3.420
N 0.511 -2.545 0.821
C -0.600 -2.769 0.596
N -1.878 -2.987 0.327
C -2.207 -3.761 -0.873
C -2.391 -5.230 -0.519
C -3.411 -5.387 0.609
C -3.022 -4.550 1.830
C -2.823 -3.091 1.432
H -1.422 -3.595 -1.611
H -3.132 -3.343 -1.283
H -1.426 -5.642 -0.207
H -2.708 -5.782 -1.407
H -3.511 -6.438 0.890
H -4.394 -5.059 0.250
H -2.086 -4.928 2.253
H -3.786 -4.620 2.608
H -2.456 -2.487 2.260
H -3.770 -2.655 1.093
O 1.415 1.701 0.795
P 0.119 2.080 1.437
C -0.041 3.891 1.284
C -1.146 4.654 2.055
C -2.104 5.373 1.105
C -1.368 6.360 0.195
C -0.076 5.756 -0.397
C -0.024 4.247 -0.212
C -1.295 1.141 0.745
C -1.027 0.646 -0.693
C -2.275 -0.098 -1.165
C -3.457 0.865 -1.371
C -3.272 2.133 -0.542
C -2.701 1.806 0.837
C 0.199 1.594 3.196
C 1.296 2.377 3.929
C 1.370 1.917 5.381
C 0.058 2.216 6.138
C -1.105 2.507 5.184
C -1.120 1.532 4.009
H 0.933 4.197 1.685
H -0.674 5.399 2.706
H -1.708 3.997 2.720
H -2.875 5.895 1.680
H -2.624 4.637 0.488
H -1.129 7.264 0.765
H -2.039 6.667 -0.610
H 0.799 6.199 0.092
H 0.000 5.978 -1.462
H 0.867 3.831 -0.681
H -0.861 3.792 -0.750
H -1.297 0.243 1.379
H -0.160 -0.013 -0.735
H -0.813 1.480 -1.370
H -2.531 -0.842 -0.409
H -2.045 -0.647 -2.074
H -4.390 0.367 -1.077
H -3.549 1.133 -2.425
H -4.221 2.667 -0.435
H -2.601 2.801 -1.089
H -3.382 1.112 1.344
H -2.682 2.705 1.454
H 0.584 0.573 3.081
H 1.098 3.454 3.889
H 2.247 2.207 3.422
H 2.217 2.388 5.885
H 1.576 0.843 5.383
H 0.192 3.069 6.808
H -0.202 1.364 6.772
H -1.021 3.528 4.804
H -2.055 2.458 5.724
H -1.991 1.717 3.379
H -1.247 0.518 4.402

Force components x, y, z for each atom (eV/Å):
0.190 -0.523 -1.113
-0.005 0.007 -0.003
-0.011 -0.006 0.071
0.025 0.021 -0.039
0.003 -0.028 -0.050
0.021 -0.011 -0.022
0.021 0.070 0.087
-0.126 0.342 0.623
0.108 -0.067 0.023
0.191 0.077 0.312
-0.015 -0.029 0.034
0.007 -0.026 -0.015
-0.007 0.018 -0.007
0.017 -0.016 -0.002
-0.002 -0.020 0.003
0.059 -0.270 -0.359
-0.006 0.004 0.014
0.002 -0.002 0.002
-0.003 -0.001 0.006
-0.005 0.001 0.001
-0.016 -0.001 -0.011
0.021 -0.007 0.010
-0.016 -0.010 0.013
-0.001 0.007 0.000
-0.005 0.007 0.001
-0.008 -0.002 -0.001
-0.004 -0.002 0.010
-0.008 -0.004 0.007
0.038 0.108 0.122
0.071 0.041 0.012
-0.019 0.192 0.020
0.003 -0.039 -0.008
-0.019 0.148 -0.157
-0.051 -0.045 0.011
-0.100 -0.124 -0.193
0.007 -0.017 0.152
0.027 -0.036 0.205
0.001 -0.070 -0.092
-0.012 -0.005 0.001
0.001 0.009 0.015
-0.015 -0.014 -0.007
-0.010 -0.001 -0.021
0.052 -0.109 0.132
0.010 -0.019 -0.027
-0.010 0.002 -0.015
-0.017 0.026 -0.086
-0.034 -0.027 -0.014
0.109 0.036 0.155
-0.045 0.047 0.008
0.057 -0.101 -0.040
0.019 0.079 -0.074
-0.001 -0.007 0.018
0.000 -0.007 -0.003
-0.014 -0.007 0.007
0.013 -0.054 -0.016
-0.022 0.023 -0.013
0.009 0.009 0.002
-0.005 -0.005 -0.002
0.001 -0.003 -0.003
-0.004 0.002 0.003
0.001 -0.003 0.002
-0.008 0.002 0.001
-0.003 -0.005 -0.001
0.006 -0.007 0.005
0.005 -0.007 -0.006
-0.018 0.171 0.185
-0.121 0.114 -0.159
-0.037 0.001 -0.023
0.018 0.007 -0.009
-0.017 -0.009 -0.007
-0.007 0.004 0.019
0.031 0.010 0.024
-0.054 -0.070 0.033
0.045 0.025 -0.054
-0.046 0.067 0.064
-0.051 0.114 -0.018
-0.020 -0.065 -0.008
0.000 0.031 0.029
0.043 0.010 0.042
-0.020 0.004 0.034
0.019 0.008 -0.009
0.011 -0.035 0.014
-0.006 -0.007 0.003
-0.002 -0.011 0.007
0.037 0.014 0.021
0.009 -0.015 0.014
-0.005 0.007 -0.010
0.001 -0.006 0.036
-0.009 0.001 0.007
0.007 0.013 0.004
-0.011 0.006 0.000
-0.008 -0.002 -0.006
0.014 0.007 0.000
-0.006 -0.015 -0.004
-0.034 0.021 0.006
0.115 0.026 0.065
-0.014 -0.010 0.024
-0.258 0.046 0.083
0.026 0.022 -0.013
-0.043 -0.006 0.084
0.005 -0.066 -0.072
0.006 0.006 -0.044
0.025 0.012 -0.039
-0.009 -0.002 0.015
-0.001 0.013 0.010
-0.005 0.005 -0.009
-0.008 -0.035 -0.009
-0.015 -0.017 -0.006
-0.004 0.000 0.001
-0.003 0.005 -0.001
-0.005 -0.004 0.004
-0.010 0.026 0.003
-0.005 0.006 0.002
-0.001 0.002 0.004
-0.006 0.020 -0.007
-0.001 -0.001 0.002
-0.020 0.011 -0.021
0.002 -0.001 0.003

6.
This record from the Open Molecules 2025 dataset describes C14H15GaNTe as an isolated structure in a non-equilibrium geometry. The level of theory is ωB97M-V/def2-TZVPD.

Calculated values
* 2S+1: 1
* molecular weight: 394.604 g mol⁻¹
* total charge: -1
* calculated total energy: -2789.8454 a.u.

Cartesian coordinates (Å):
C -0.856 3.134 -1.184
C 0.474 3.216 -1.685
C 1.371 3.009 -0.592
C 0.588 2.801 0.583
C -0.788 2.881 0.216
Ga 0.042 -0.287 -1.040
C 1.119 -0.295 -3.098
C -0.218 0.020 -3.038
C -1.319 0.334 -3.734
N -1.720 0.033 -0.870
H 2.457 3.005 -0.648
H 0.759 3.408 -2.719
H 0.973 2.615 1.584
H -1.636 2.758 0.886
H -1.765 3.226 -1.773
H 1.887 0.483 -3.188
H -2.236 -0.360 -0.073
H 1.480 -1.317 -3.279
H -1.315 0.420 -4.824
H -2.272 0.507 -3.232
Te 2.080 -0.753 0.328
C 0.965 -1.764 1.812
C 1.218 -3.142 1.958
C 0.453 -3.875 2.870
C -0.541 -3.240 3.630
C -0.789 -1.870 3.476
C -0.048 -1.119 2.552
H 1.976 -3.612 1.330
H 0.625 -4.945 2.983
H -1.124 -3.817 4.345
H -1.572 -1.387 4.062
H -0.267 -0.067 2.361

Force components x, y, z for each atom (eV/Å):
0.559 0.060 0.446
-0.203 -0.364 0.566
-0.651 -0.314 0.062
-0.437 0.223 -0.701
0.783 0.315 -0.409
-1.423 0.659 2.625
-0.838 0.616 -0.587
0.384 -0.166 -4.774
0.307 -0.251 1.504
0.229 -0.390 -0.252
-0.129 0.054 0.027
-0.049 0.005 0.174
-0.043 0.018 -0.161
0.164 -0.031 -0.168
0.143 -0.055 0.110
-0.447 -0.070 0.560
0.706 -0.156 -0.033
-0.418 0.274 0.528
0.515 -0.030 0.352
0.482 -0.093 0.088
0.410 -0.019 0.036
-0.296 -0.397 0.031
-0.657 0.507 0.456
-0.041 0.279 0.058
0.249 0.162 -0.183
0.294 -0.121 -0.282
0.304 -0.702 -0.145
-0.219 0.053 0.252
-0.052 0.205 0.011
0.097 0.098 -0.155
0.176 -0.126 -0.161
0.100 -0.245 0.124